Formula: C4H6O
Source: the Open Molecules 2025 dataset
Level of theory: the ωB97M-V functional and the def2-TZVPD basis

Properties
highest occupied orbital energy: -9.07 eV
HOMO-LUMO gap: 10.12 eV
LUMO energy: 1.05 eV
relative energy (zero: lowest compared OMol25 entry of this formula, charge and spin): 147.0 kJ/mol

Geometry as ORCA input:
```
! wB97M-V def2-TZVPD RIJCOSX def2/J DEFGRID3
* xyz 0 1
O -1.7014 0.0048 1.2658
C -1.1352 0.5989 0.4318
C -0.6372 1.4686 -0.4261
C 0.3113 -1.3726 -0.2565
C 1.2095 -0.5879 0.3401
H -1.0919 2.4467 -0.3736
H 0.1113 1.2412 -1.1682
H 1.2741 -0.5144 1.4230
H -0.3635 -1.9960 0.3220
H 0.1689 -1.3695 -1.3341
H 1.8540 0.0801 -0.2243
*
```

=====

Formula: C4H6O
Source: the Open Molecules 2025 dataset
Level of theory: the ωB97M-V functional and the def2-TZVPD basis

Properties
highest occupied orbital energy: -9.55 eV
HOMO-LUMO gap: 10.54 eV
LUMO energy: 1.00 eV
relative energy (zero: lowest compared OMol25 entry of this formula, charge and spin): 106.0 kJ/mol

Geometry as ORCA input:
```
! wB97M-V def2-TZVPD RIJCOSX def2/J DEFGRID3
* xyz 0 1
O -2.1773 0.0700 0.4433
C 0.9573 0.0736 0.2931
C -0.0286 1.1471 -0.2275
C -1.0733 0.0376 -0.0235
C -0.1196 -1.1032 -0.1043
H 0.1009 1.4933 -1.2566
H 1.6424 -0.5154 -0.2674
H -0.2332 2.0141 0.4175
H 1.1724 0.2157 1.3588
H -0.2816 -1.9882 0.5171
H 0.0405 -1.4445 -1.1504
*
```

=====

Formula: C4H6O
Source: the Open Molecules 2025 dataset
Level of theory: the ωB97M-V functional and the def2-TZVPD basis

Properties
highest occupied orbital energy (spin up / spin down): -9.05 / -9.05 eV
HOMO-LUMO gap (spin up / spin down): 9.32 / 9.31 eV
LUMO energy (spin up / spin down): 0.27 / 0.27 eV
relative energy (zero: lowest compared OMol25 entry of this formula, charge and spin): 398.6 kJ/mol

Geometry as ORCA input:
```
! wB97M-V def2-TZVPD RIJCOSX def2/J DEFGRID3
* xyz 0 1
O -0.0330 -0.3490 -0.6827
C 1.1191 -0.9231 -0.1197
C -0.1286 1.0896 -0.7697
C -1.4684 0.4658 0.8012
C -1.0525 1.5095 0.0700
H 1.4266 -0.4751 0.8420
H -2.2582 -0.2131 0.4856
H -0.9175 0.1776 1.6961
H 0.8894 -1.9821 0.0561
H 1.9340 -0.8438 -0.8385
H 0.4891 1.5437 -1.5403
*
```

=====

Formula: C4H6O
Source: the Open Molecules 2025 dataset
Level of theory: the ωB97M-V functional and the def2-TZVPD basis

Properties
highest occupied orbital energy: -9.25 eV
HOMO-LUMO gap: 10.35 eV
LUMO energy: 1.10 eV
relative energy (zero: lowest compared OMol25 entry of this formula, charge and spin): 94.6 kJ/mol

Geometry as ORCA input:
```
! wB97M-V def2-TZVPD RIJCOSX def2/J DEFGRID3
* xyz 0 1
O -0.2112 1.3206 -0.1760
C -0.5510 -0.9210 0.1163
C -1.0788 0.4442 0.4468
C 0.6401 -0.8312 -0.4557
C 1.1020 0.6399 -0.4065
H 1.5097 1.0203 -1.3483
H 1.8442 0.7864 0.3828
H -1.0163 -1.8702 0.3706
H -2.2296 0.5281 0.1283
H 1.0887 -1.8124 -0.6054
H -1.0977 0.6954 1.5470
*
```

=====

Formula: C4H6O
Source: the Open Molecules 2025 dataset
Level of theory: the ωB97M-V functional and the def2-TZVPD basis

Properties
highest occupied orbital energy: -9.75 eV
HOMO-LUMO gap: 10.96 eV
LUMO energy: 1.21 eV
relative energy (zero: lowest compared OMol25 entry of this formula, charge and spin): 160.8 kJ/mol

Geometry as ORCA input:
```
! wB97M-V def2-TZVPD RIJCOSX def2/J DEFGRID3
* xyz 0 1
O -0.9840 -1.2976 -0.4259
C -0.0854 -0.8972 0.6310
C -1.0952 0.0145 0.0805
C 1.0389 0.0348 0.1633
C -0.0153 0.7794 -0.6942
H -2.0221 0.3944 0.4938
H -0.0149 0.4208 -1.7244
H 1.3155 0.6885 1.0030
H -0.0597 -1.6317 1.4246
H -0.0252 1.8667 -0.6637
H 1.9473 -0.3725 -0.2880
*
```

=====

Formula: C4H6O
Source: the Open Molecules 2025 dataset
Level of theory: the ωB97M-V functional and the def2-TZVPD basis

Properties
highest occupied orbital energy: -9.61 eV
HOMO-LUMO gap: 10.82 eV
LUMO energy: 1.21 eV
relative energy (zero: lowest compared OMol25 entry of this formula, charge and spin): 153.9 kJ/mol

Geometry as ORCA input:
```
! wB97M-V def2-TZVPD RIJCOSX def2/J DEFGRID3
* xyz 0 1
O -0.9779 0.7586 -0.8022
C 1.6523 0.5248 0.0207
C 0.8854 -0.5701 0.1226
C -1.5686 0.1901 0.3619
C -0.5132 -0.5372 -0.4247
H 2.6384 0.5670 0.4223
H 1.2068 1.3331 -0.6939
H -1.1370 0.6651 1.2554
H -2.6242 -0.1764 0.3331
H 1.2522 -1.4794 0.5275
H -0.8141 -1.2757 -1.1229
*
```

=====

Formula: C4H6O
Source: the Open Molecules 2025 dataset
Level of theory: the ωB97M-V functional and the def2-TZVPD basis

Properties
highest occupied orbital energy: -9.27 eV
HOMO-LUMO gap: 8.60 eV
LUMO energy: -0.68 eV
relative energy (zero: lowest compared OMol25 entry of this formula, charge and spin): 533.6 kJ/mol

Geometry as ORCA input:
```
! wB97M-V def2-TZVPD RIJCOSX def2/J DEFGRID3
* xyz 0 1
O 4.0455 -0.2897 -0.0846
C -2.1625 -0.7503 0.2615
C 2.9704 0.3286 -0.0297
C -0.9281 -0.9718 -0.5275
C -1.3476 0.4396 -0.2520
H -3.0050 -0.9837 -0.2667
H 2.8829 1.3654 -0.2827
H 1.9869 -0.1497 0.2772
H -2.0022 -1.2314 1.3239
H -1.7476 1.2462 -0.9591
H -0.6925 0.9968 0.5398
*
```

=====

Formula: C4H6O
Source: the Open Molecules 2025 dataset
Level of theory: the ωB97M-V functional and the def2-TZVPD basis

Properties
highest occupied orbital energy: -9.88 eV
HOMO-LUMO gap: 10.94 eV
LUMO energy: 1.06 eV
relative energy (zero: lowest compared OMol25 entry of this formula, charge and spin): 195.1 kJ/mol

Geometry as ORCA input:
```
! wB97M-V def2-TZVPD RIJCOSX def2/J DEFGRID3
* xyz 0 1
O -0.2872 -0.7981 0.2657
C -0.7986 1.3146 -2.2821
C 0.7878 -1.3064 1.0121
C -0.6546 1.0377 -1.1204
C -0.4575 0.5994 0.2681
H 0.4194 1.1116 0.6927
H 0.4834 -1.5730 2.0330
H -1.3250 0.8805 0.8823
H 1.6260 -0.5973 1.0666
H 1.1295 -2.2093 0.4997
H -0.9232 1.5402 -3.3177
*
```

=====

Formula: C4H6O
Source: the Open Molecules 2025 dataset
Level of theory: the ωB97M-V functional and the def2-TZVPD basis

Properties
highest occupied orbital energy: -8.97 eV
HOMO-LUMO gap: 9.80 eV
LUMO energy: 0.83 eV
relative energy (zero: lowest compared OMol25 entry of this formula, charge and spin): 361.9 kJ/mol

Geometry as ORCA input:
```
! wB97M-V def2-TZVPD RIJCOSX def2/J DEFGRID3
* xyz 0 1
O -1.5163 0.4115 1.1679
C -0.1550 0.2936 0.8219
C 0.6478 -1.6935 -0.7363
C 0.3509 0.9921 -0.5211
C 0.2829 -0.8857 0.1303
H 0.4003 0.5824 1.7266
H -2.0327 -0.1697 0.5945
H 0.6525 0.1335 -1.2101
H 1.2201 1.6143 -0.3234
H -0.5009 1.4683 -0.9921
H 0.6506 -2.7468 -0.6583
*
```

=====

Formula: C4H6O
Source: the Open Molecules 2025 dataset
Level of theory: the ωB97M-V functional and the def2-TZVPD basis

Properties
highest occupied orbital energy: -9.03 eV
HOMO-LUMO gap: 9.30 eV
LUMO energy: 0.27 eV
relative energy (zero: lowest compared OMol25 entry of this formula, charge and spin): 257.1 kJ/mol

Geometry as ORCA input:
```
! wB97M-V def2-TZVPD RIJCOSX def2/J DEFGRID3
* xyz 0 1
O 1.7066 0.9588 -0.6068
C -1.0535 1.1035 0.6998
C 0.9669 -0.0162 -0.7515
C 0.7452 -1.1287 0.1676
C -0.7715 -0.0102 0.0529
H -0.2760 1.7936 0.9934
H -2.0747 1.4516 0.7721
H 1.3620 -1.1352 1.0622
H 0.3654 -2.0533 -0.2534
H -1.5332 -0.6508 -0.3784
H 0.5627 -0.3132 -1.7579
*
```

=====

Formula: C4H6O
Source: the Open Molecules 2025 dataset
Level of theory: the ωB97M-V functional and the def2-TZVPD basis

Properties
highest occupied orbital energy: -8.97 eV
HOMO-LUMO gap: 8.49 eV
LUMO energy: -0.48 eV
relative energy (zero: lowest compared OMol25 entry of this formula, charge and spin): 324.6 kJ/mol

Geometry as ORCA input:
```
! wB97M-V def2-TZVPD RIJCOSX def2/J DEFGRID3
* xyz 0 1
O -1.7613 0.0742 -1.0377
C 1.4114 1.3265 0.4346
C 0.0189 1.2465 0.0048
C -0.1076 -1.3740 -0.1103
C -0.7163 -0.0295 -0.4358
H -0.3367 1.4936 1.0422
H 0.9169 -1.4452 -0.4931
H -0.3359 2.0857 -0.6050
H -0.7213 -2.1541 -0.5636
H -0.0606 -1.5331 0.9742
H 1.6926 0.3094 0.7898
*
```

=====

Formula: C4H6O
Source: the Open Molecules 2025 dataset
Level of theory: the ωB97M-V functional and the def2-TZVPD basis

Properties
highest occupied orbital energy: -9.54 eV
HOMO-LUMO gap: 10.42 eV
LUMO energy: 0.88 eV
relative energy (zero: lowest compared OMol25 entry of this formula, charge and spin): 290.8 kJ/mol

Geometry as ORCA input:
```
! wB97M-V def2-TZVPD RIJCOSX def2/J DEFGRID3
* xyz 0 1
O 0.6434 -0.5507 0.3746
C -0.2725 -1.2797 -0.4161
C 1.0285 0.7359 -0.0901
C -1.0641 1.3324 0.9563
C -0.0521 1.6347 0.3668
H -1.8943 0.9261 1.4779
H -0.6726 -0.7128 -1.2681
H 0.2726 -2.1526 -0.7793
H -1.1329 -1.6387 0.1718
H 1.9884 0.9527 0.3864
H 1.1556 0.7527 -1.1802
*
```

=====

Formula: C4H6O
Source: the Open Molecules 2025 dataset
Level of theory: the ωB97M-V functional and the def2-TZVPD basis

Properties
highest occupied orbital energy: -8.41 eV
HOMO-LUMO gap: 9.19 eV
LUMO energy: 0.78 eV
relative energy (zero: lowest compared OMol25 entry of this formula, charge and spin): 457.1 kJ/mol

Geometry as ORCA input:
```
! wB97M-V def2-TZVPD RIJCOSX def2/J DEFGRID3
* xyz 0 1
O 0.0058 0.5232 0.3968
C 1.7857 -0.7309 -0.2277
C 1.2468 0.4213 -0.5632
C -1.2671 0.5148 -0.2482
C 0.7362 -0.9849 0.7329
H -0.0511 -1.7088 0.5017
H -1.3945 1.4701 -0.7646
H 1.3606 1.3107 -1.1721
H 0.9436 -0.9172 1.8029
H -1.3259 -0.3050 -0.9752
H -2.0400 0.4068 0.5168
*
```

=====

Formula: C4H6O
Source: the Open Molecules 2025 dataset
Level of theory: the ωB97M-V functional and the def2-TZVPD basis

Properties
highest occupied orbital energy: -8.64 eV
HOMO-LUMO gap: 9.49 eV
LUMO energy: 0.85 eV
relative energy (zero: lowest compared OMol25 entry of this formula, charge and spin): 368.1 kJ/mol

Geometry as ORCA input:
```
! wB97M-V def2-TZVPD RIJCOSX def2/J DEFGRID3
* xyz 0 1
O 2.0365 0.3245 -1.9618
C -0.6255 -1.6143 1.3113
C -0.6048 -0.5284 0.4283
C -0.5269 -1.9517 -0.0540
C -0.4049 0.9079 0.1996
H -1.2810 1.5907 0.4856
H -0.7051 -1.7035 2.3645
H 2.4630 -0.4299 -2.2297
H 1.1975 0.3914 -2.4121
H 0.3653 1.2695 0.8901
H 0.0163 1.1959 -0.8186
*
```

=====

Formula: C4H6O
Source: the Open Molecules 2025 dataset
Level of theory: the ωB97M-V functional and the def2-TZVPD basis

Properties
highest occupied orbital energy (spin up / spin down): -8.81 / -8.31 eV
HOMO-LUMO gap (spin up / spin down): 8.54 / 7.71 eV
LUMO energy (spin up / spin down): -0.26 / -0.61 eV
relative energy (zero: lowest compared OMol25 entry of this formula, charge and spin): 569.5 kJ/mol

Geometry as ORCA input:
```
! wB97M-V def2-TZVPD RIJCOSX def2/J DEFGRID3
* xyz 0 1
O -0.7329 -0.6619 1.6955
C -0.0146 0.4640 1.2366
C 0.5987 -0.4244 -1.2424
C -0.7815 1.7248 0.6411
C 0.4779 0.4630 -0.1047
H 0.6692 0.8328 2.0056
H -0.9940 -0.5283 2.6125
H -0.3801 -0.8611 -1.4641
H 1.2756 -1.2497 -1.0093
H -1.5017 1.5523 -0.1591
H 0.9477 0.1023 -2.1320
*
```

=====

Formula: C4H6O2
Source: the Open Molecules 2025 dataset
Level of theory: the ωB97M-V functional and the def2-TZVPD basis

Properties
highest occupied orbital energy: -9.83 eV
HOMO-LUMO gap: 10.75 eV
LUMO energy: 0.92 eV
relative energy (zero: lowest compared OMol25 entry of this formula, charge and spin): 166.2 kJ/mol

Geometry as ORCA input:
```
! wB97M-V def2-TZVPD RIJCOSX def2/J DEFGRID3
* xyz 0 1
O -0.3863 -1.7032 1.1045
O 0.6818 1.4237 -0.2733
C 1.7036 0.4375 -0.2242
C -0.4822 -0.6693 0.4807
C 0.5642 0.3945 0.6940
C -1.5899 -0.3468 -0.4829
H -2.2178 0.4297 -0.0275
H -1.1803 0.0823 -1.4017
H -2.1917 -1.2332 -0.6894
H 0.6864 0.6651 1.7450
H 2.6707 0.7736 0.1434
H 1.7414 -0.2538 -1.0686
*
```

=====

Formula: C4H6O2
Source: the Open Molecules 2025 dataset
Level of theory: the ωB97M-V functional and the def2-TZVPD basis

Properties
highest occupied orbital energy (spin up / spin down): -7.50 / -7.50 eV
HOMO-LUMO gap (spin up / spin down): 7.21 / 7.21 eV
LUMO energy (spin up / spin down): -0.29 / -0.29 eV
relative energy (zero: lowest compared OMol25 entry of this formula, charge and spin): 318.9 kJ/mol

Geometry as ORCA input:
```
! wB97M-V def2-TZVPD RIJCOSX def2/J DEFGRID3
* xyz 0 1
O 0.1115 0.6868 1.6119
O -2.1006 0.3526 0.2484
C 1.1188 0.0761 1.1567
C 0.0280 0.0577 -0.9960
C -1.1237 -0.3631 -0.2083
C 1.1746 -0.4142 -0.1353
H 0.0042 1.1357 -1.2162
H -1.2777 -1.4271 -0.0404
H 0.0044 -0.5122 -1.9338
H 1.9942 -0.9860 -0.5553
H -1.8079 1.2805 0.3053
H 2.0082 -0.0425 1.8025
*
```

=====

Formula: C4H6O2
Source: the Open Molecules 2025 dataset
Level of theory: the ωB97M-V functional and the def2-TZVPD basis

Properties
highest occupied orbital energy: -9.69 eV
HOMO-LUMO gap: 10.33 eV
LUMO energy: 0.64 eV
relative energy (zero: lowest compared OMol25 entry of this formula, charge and spin): 339.2 kJ/mol

Geometry as ORCA input:
```
! wB97M-V def2-TZVPD RIJCOSX def2/J DEFGRID3
* xyz 0 1
O -2.1801 -1.6010 -0.2567
O -1.0808 1.1336 -0.4700
C -1.8055 -0.8284 0.5799
C 1.3223 0.8340 0.2945
C -0.0067 0.6220 -0.2676
C 1.0430 -0.2355 -0.8167
H -2.4126 -0.0343 1.0504
H 1.7504 1.7938 0.0272
H 1.6364 0.4378 1.2572
H -0.7533 -0.8294 0.9674
H 1.2956 -0.0214 -1.8499
H 1.1912 -1.2713 -0.5157
*
```

=====

Formula: C4H6O2
Source: the Open Molecules 2025 dataset
Level of theory: the ωB97M-V functional and the def2-TZVPD basis

Properties
highest occupied orbital energy: -10.00 eV
HOMO-LUMO gap: 10.89 eV
LUMO energy: 0.88 eV
relative energy (zero: lowest compared OMol25 entry of this formula, charge and spin): 193.3 kJ/mol

Geometry as ORCA input:
```
! wB97M-V def2-TZVPD RIJCOSX def2/J DEFGRID3
* xyz 0 1
O -0.3152 1.0274 1.1431
O 2.1973 -0.5418 -0.6983
C 1.5066 -0.2502 0.2415
C -0.2931 1.4429 -0.2209
C -0.8774 -1.1120 -0.1208
C 0.0459 0.0746 0.1543
H -1.2635 1.6233 -0.6631
H 1.8962 -0.1880 1.2677
H -1.0362 -1.2003 -1.1954
H -0.4572 -2.0694 0.2124
H -1.8506 -1.0048 0.3684
H 0.4473 2.1982 -0.4889
*
```

=====

Formula: C4H6O2
Source: the Open Molecules 2025 dataset
Level of theory: the ωB97M-V functional and the def2-TZVPD basis

Properties
highest occupied orbital energy: -10.02 eV
HOMO-LUMO gap: 10.81 eV
LUMO energy: 0.78 eV
relative energy (zero: lowest compared OMol25 entry of this formula, charge and spin): 165.4 kJ/mol

Geometry as ORCA input:
```
! wB97M-V def2-TZVPD RIJCOSX def2/J DEFGRID3
* xyz 0 1
O -1.0416 0.0531 -1.4526
O 1.1527 -1.0544 -0.8801
C 1.1290 0.1566 -0.7697
C 0.5279 0.7776 0.4828
C -0.5847 -0.2053 0.8557
C -1.0748 -0.6986 -0.4972
H 1.3445 0.8036 1.2142
H -0.2461 -1.0043 1.5226
H 0.1653 1.8004 0.3405
H 1.5808 0.7957 -1.5389
H -1.4519 0.2801 1.3194
H -1.5012 -1.7045 -0.5966
*
```